Entry from the Open Molecules 2025 dataset: a molecular structure, C49H57NO2PRhSi in a non-equilibrium geometry (wB97M-V/def2-TZVPD).

## Properties
**DFT total energy**: -77496.605 eV
**2S+1**: 5
**Gap between HOMO and LUMO (spin up / spin down)**: 6.9 / 4.4 eV
**HOMO level (spin up / spin down)**: -6.8 / -6.8 eV
**Net charge**: 0
**⟨S²⟩**: 6.0109

XYZ file:
```
112
Properties=species:S:1:pos:R:3:nbo_charge:R:1
Rh -0.267 -0.177 -0.383 0.9016
P -1.453 1.403 0.990 0.9198
Si -0.787 -2.562 -0.505 1.4216
O 3.918 -0.402 0.447 -0.6878
O 1.745 -0.044 0.537 -0.7779
N 5.175 0.825 -1.444 -0.6490
C 6.277 0.339 -4.912 -0.2079
C 7.543 -0.178 -4.699 -0.2326
C -5.381 2.100 1.824 -0.1980
C -4.203 1.677 1.239 -0.1964
C 1.093 3.219 3.675 -0.2268
C 5.484 0.688 -3.841 -0.2714
C -2.047 4.042 0.221 -0.1945
C -1.399 5.026 -1.865 -0.1622
C 4.194 1.774 -1.389 0.2010
C 0.454 -3.680 0.605 -0.5090
C 9.431 -0.897 -3.228 -0.6298
C 5.961 0.520 -2.540 0.2468
C -4.171 2.725 3.797 -0.2271
C 2.914 0.286 0.209 0.7871
C 7.249 -0.003 -2.322 -0.0544
C 7.715 -0.150 -0.907 -0.6455
C 3.102 1.605 -0.513 -0.1702
C 0.547 1.463 -2.934 -0.2294
C -3.541 -1.586 -0.431 -0.6150
C -0.226 1.771 2.292 -0.4003
C -0.726 -4.484 -2.791 -0.6193
C 0.241 0.671 3.005 -0.1128
C -2.025 5.133 -0.653 -0.2146
C 1.811 -3.789 -0.087 -0.6150
C -5.363 2.652 3.096 -0.1983
C -0.628 -2.999 -2.459 -0.5231
C 0.199 3.050 2.632 -0.1495
C -0.758 3.831 -2.250 -0.0848
C -0.195 1.474 -1.772 -0.2698
C 0.648 2.594 -3.762 -0.2047
C -1.462 2.848 -0.134 -0.3661
C 3.373 3.973 -1.950 -0.1832
C 2.209 2.646 -0.327 -0.1774
C -0.810 2.699 -1.387 0.0098
C -3.354 -4.058 -0.335 -0.6233
C -2.993 1.785 1.922 -0.3462
C 4.300 2.969 -2.113 -0.2729
C -0.020 3.744 -3.448 -0.1662
C -0.062 -5.095 0.867 -0.6191
C 1.557 2.119 4.381 -0.1883
C 8.042 -0.353 -3.413 -0.0087
C 2.344 3.831 -1.029 -0.2700
C 0.713 -2.467 -2.971 -0.6073
C -2.751 -2.668 1.632 -0.6135
C -1.729 -2.264 -3.223 -0.6137
C 1.127 0.843 4.051 -0.2226
C -2.993 2.274 3.227 -0.1437
C -2.707 -2.749 0.108 -0.4928
C 0.713 -2.984 1.944 -0.6350
H -1.578 -2.365 -4.299 0.2070
H 1.397 2.527 0.375 0.2129
H 7.252 -1.029 -0.458 0.2219
H -3.057 -0.635 -0.196 0.1944
H 5.075 0.138 -0.678 0.4502
H -2.784 -4.923 -0.005 0.2125
H 2.527 -4.265 0.583 0.2100
H 1.073 0.572 -3.253 0.2182
H -0.952 -5.092 1.492 0.2012
H -2.313 -1.731 1.976 0.2043
H 9.432 -1.763 -2.570 0.2158
H -2.705 -2.681 -2.992 0.1998
H -2.546 4.149 1.174 0.2233
H 5.157 3.112 -2.753 0.2205
H 1.644 4.637 -0.877 0.2065
H 1.756 -4.392 -0.988 0.1966
H 7.407 0.718 -0.328 0.2302
H 8.145 -0.454 -5.552 0.2004
H -4.151 3.155 4.788 0.2188
H 3.466 4.881 -2.528 0.2078
H -6.308 2.016 1.274 0.2179
H 1.257 2.539 -4.656 0.2199
H -0.202 -2.808 2.501 0.1981
H -1.723 -1.201 -2.974 0.2127
H 8.793 -0.252 -0.845 0.2137
H -0.290 -5.619 -0.058 0.2051
H -3.458 -4.102 -1.416 0.2063
H -1.677 -4.905 -2.481 0.2054
H 10.082 -0.138 -2.794 0.2153
H 0.705 -5.666 1.394 0.2120
H 5.900 0.461 -5.915 0.2061
H 0.933 -1.490 -2.532 0.1981
H -2.218 -3.497 2.088 0.2091
H 0.693 -2.368 -4.057 0.2063
H 1.526 -3.138 -2.717 0.2188
H 1.216 -2.035 1.774 0.2423
H -3.664 -1.640 -1.507 0.2165
H 2.199 -2.806 -0.336 0.2306
H 4.483 1.062 -3.991 0.2119
H -0.176 3.910 2.091 0.2158
H 0.021 4.609 -4.094 0.2120
H -4.357 -4.132 0.093 0.2088
H -4.532 -1.595 0.022 0.2062
H -0.108 -0.315 2.725 0.2087
H -3.784 -2.706 1.980 0.2065
H -4.206 1.281 0.232 0.2191
H 0.068 -5.048 -2.310 0.2056
H 1.426 4.213 3.937 0.2182
H -6.278 3.018 3.537 0.2180
H -2.075 2.338 3.793 0.2222
H 2.252 2.261 5.193 0.2180
H 1.364 -3.606 2.560 0.2065
H -2.487 6.060 -0.347 0.2172
H 1.483 -0.016 4.603 0.2221
H -0.634 -4.623 -3.870 0.2074
H 9.856 -1.195 -4.183 0.2140
H -1.371 5.864 -2.548 0.2144
```

***

Entry from the Open Molecules 2025 dataset: a molecular structure, C49H58BBiCl2GeIN8O4S3 in a non-equilibrium geometry (wB97M-V/def2-TZVPD).

## Properties
**Relative energy (zero: lowest compared OMol25 entry of this formula, charge and spin)**: 17.6 kcal per mole
**DFT total energy**: -200549.843 eV
**Gap between HOMO and LUMO**: 7.4 eV
**HOMO level**: -9.8 eV
**Net charge**: +1

XYZ file:
```
128
Properties=species:S:1:pos:R:3:mulliken_charge:R:1
Bi 0.598 -0.185 0.688 0.9803
I 3.035 2.333 1.758 0.2666
Ge 1.205 3.156 -1.877 1.9321
Cl 5.379 0.635 -3.029 -0.1369
Cl 4.408 -0.120 -0.370 -0.0822
S -1.129 0.660 -1.328 0.7006
S 1.290 -2.592 -0.179 -0.2166
S -1.555 -1.250 1.713 -0.2496
O 2.482 0.119 -3.189 -0.6382
O 1.624 -1.142 2.421 -0.7210
O 1.921 1.454 -1.504 -0.2552
O -0.540 1.587 6.534 -0.5379
N 1.601 -2.385 5.730 -0.5710
N 1.428 -2.734 -2.927 0.6895
N 0.182 1.346 2.566 0.5653
N -0.561 -2.235 -2.120 0.8374
N -1.451 -4.007 2.076 0.7970
N -2.799 -1.429 -1.076 0.3237
N -1.512 -3.331 -0.010 0.1549
N -3.849 0.496 -0.968 0.6286
C 0.042 -0.583 5.681 1.7244
C 2.716 -3.444 -3.035 1.3025
C -1.636 -4.208 3.525 1.5951
C 3.315 5.166 -1.261 -0.0568
C 2.502 -4.850 -2.461 -1.5814
C -1.097 4.824 2.416 -0.8576
C -1.526 -2.927 1.268 -0.1622
C 0.606 -2.437 -3.982 -0.8410
C -0.981 0.243 6.420 -1.0146
C 3.813 -2.715 -2.269 -1.1589
C -4.156 1.929 -1.082 1.6014
C -1.912 -2.900 4.250 -2.4766
C 1.940 -2.166 4.490 -0.0836
C 1.244 3.423 2.028 -0.5169
C -2.640 -0.097 -1.120 -0.9842
C -4.127 -1.681 -0.862 -1.6677
C -0.362 -4.849 4.078 -1.7103
C -4.778 -0.500 -0.799 -0.4426
C 4.625 4.830 -3.679 -0.7928
C 0.705 -2.549 -1.801 -0.2345
C -1.089 3.447 2.545 0.0396
C -0.849 2.240 -5.493 -0.7658
C 1.245 4.799 1.918 -0.2323
C -0.612 -2.126 -3.484 -1.4323
C 5.084 5.765 -2.765 -0.5218
C 0.071 5.504 2.111 -0.9248
C -0.036 0.925 3.766 -1.5192
C -3.288 2.709 -0.092 -1.5919
C -1.725 3.305 -5.613 -0.5779
C 3.045 -2.968 3.891 -1.2176
C 2.776 0.811 -2.255 0.3143
C -0.031 3.129 -3.420 0.4839
C 1.296 -1.178 3.671 1.4270
C -2.850 -5.128 3.714 -1.7884
C -0.001 2.150 -4.402 0.1933
C -1.762 4.283 -4.633 -0.7169
C 2.839 4.235 -2.175 -0.0012
C 4.434 5.928 -1.554 -0.5522
C 3.135 -3.534 -4.502 -2.1954
C -3.883 2.360 -2.524 -1.3434
C 0.376 -0.315 4.323 -0.7939
C -5.626 2.180 -0.739 -2.3947
C 3.505 4.072 -3.387 -0.0680
C 4.217 0.983 -1.757 0.6857
C 0.658 -1.638 6.307 -1.0273
C -0.915 4.196 -3.544 -0.6903
C -1.357 -4.685 -0.012 -1.3742
C 0.084 2.725 2.352 -0.3216
C -1.314 -5.105 1.269 -0.5708
B -1.841 -2.593 -1.332 0.3799
H 3.974 -1.738 -2.709 0.1180
H -0.435 1.639 4.484 1.0025
H -4.498 -2.679 -0.767 0.7347
H -1.290 -5.242 -0.921 0.7834
H -0.941 4.958 -2.775 0.4181
H 2.167 5.315 1.699 0.7978
H 2.444 -4.136 -5.088 0.4605
H 0.419 -1.904 7.327 0.3743
H -4.529 1.820 -3.213 0.4148
H -0.821 1.476 -6.255 0.4953
H -1.941 0.211 5.879 0.2591
H 0.082 6.578 2.037 0.4707
H 4.795 6.659 -0.845 0.4321
H 2.764 -3.325 2.901 0.1676
H 1.692 -5.359 -2.980 0.3351
H -3.038 -5.253 4.776 0.4438
H -2.700 -6.113 3.283 0.3989
H 0.674 1.311 -4.303 0.1586
H -0.416 -4.893 5.162 0.4953
H -1.518 -1.860 -3.986 0.8094
H -6.296 1.700 -1.448 0.5438
H -4.071 3.423 -2.637 0.5458
H -0.968 2.006 7.287 0.3145
H 4.383 1.998 -1.389 0.3594
H -2.799 -2.413 3.854 0.4504
H 3.408 -5.439 -2.576 0.5132
H 0.506 -4.252 3.811 0.3019
H 5.941 6.375 -3.005 0.4067
H 0.530 3.345 -0.519 -1.0244
H -3.375 2.262 0.895 0.4093
H -1.186 -6.095 1.651 0.6246
H -2.436 -3.381 -2.001 -0.1637
H 3.220 -2.540 -4.936 0.4227
H 4.114 -4.003 -4.551 0.4547
H -2.453 5.108 -4.718 0.4765
H -5.816 -0.312 -0.637 0.5888
H -1.136 -0.200 7.410 0.5051
H -2.246 2.697 -0.397 0.1000
H 2.259 -4.794 -1.402 0.2863
H -1.990 2.915 2.805 0.6624
H 3.130 3.352 -4.107 0.3895
H 2.794 5.308 -0.327 0.2414
H -2.380 3.375 -6.468 0.4071
H 3.915 -2.325 3.760 0.4261
H -3.619 3.742 -0.041 0.6347
H 3.555 -2.606 -1.222 0.2182
H -2.848 2.165 -2.790 -0.0445
H -1.069 -2.228 4.157 0.4330
H -5.854 1.838 0.269 0.4947
H 3.303 -3.791 4.548 0.3642
H -5.816 3.249 -0.781 0.4398
H 4.740 -3.278 -2.332 0.5481
H 5.132 4.700 -4.623 0.4312
H -0.217 -5.858 3.702 0.4302
H -2.067 -3.106 5.306 0.7349
H -2.008 5.373 2.587 0.4832
H 0.935 -2.455 -4.996 0.6183
H -3.733 -4.683 3.261 0.3911
```